The following is a DFT calculation (the ωB97M-V functional and the def2-TZVPD basis) of a 2-piece molecular cluster, NO5S overall in a non-equilibrium geometry.

Geometry as XYZ:
```
7
Properties=species:S:1:pos:R:3:mulliken_charge:R:1
N 0.1212 -0.8349 1.1971 0.37
O -0.8754 -0.2239 -2.0058 -0.45
O -0.3016 -0.3512 2.2479 -0.50
O 0.8543 -1.8307 1.1354 -0.52
O -1.0112 1.8127 -0.7183 -0.46
O 1.2041 1.2068 -1.4447 -0.45
S -0.1596 0.7428 -1.1947 1.01
```

Properties
**Total charge**: -1
**Electronic energy**: -22560.7498 eV
**Orbital gap (spin up / spin down)**: 6.73 / 6.61 eV
**Lowest unoccupied orbital energy (spin up / spin down)**: 2.3661 / 2.3251 eV